A.
Formula: C3H11NOP
Source: OMol25
Level of theory: wB97M-V/def2-TZVPD

```
! wB97M-V def2-TZVPD RIJCOSX def2/J DEFGRID3
* xyz 1 1
C -0.07209 -1.47128 -0.34682
C -1.81915 1.02961 0.16071
C 0.58742 -0.21324 0.16179
N -0.35054 1.03377 -0.30150
O 0.69095 -0.16666 1.49508
P 2.44652 0.34835 -0.09204
H 0.76693 -2.16332 -0.52861
H -0.76718 -1.27111 -1.13379
H -0.65163 -1.84945 0.43103
H -2.23447 1.90886 -0.24552
H -2.23624 0.16040 -0.13027
H -1.87002 1.11079 1.30508
H 0.15797 1.95920 0.06954
H -0.38820 1.15802 -1.34945
H 0.17136 -0.80334 1.96823
H 2.56004 0.09018 -1.60324
H 3.00831 -0.86077 0.13979
*
```

* HOMO energy: -14.110 eV
* HOMO-LUMO gap: 10.74 eV

B.
Formula: C3H11NOP
Source: OMol25
Level of theory: wB97M-V/def2-TZVPD

```
! wB97M-V def2-TZVPD RIJCOSX def2/J DEFGRID3
* xyz 1 1
C -1.90791 1.13003 -0.16333
C 1.17054 -1.76275 -0.19709
C 0.02113 0.40030 -0.11807
N 0.01195 -1.02737 -0.53229
O 0.83141 1.09944 -1.05605
P 0.73999 0.64405 1.64203
H -1.86210 1.59860 -1.06970
H -2.04521 1.76419 0.64480
H -2.47633 0.23213 -0.24976
H 1.94756 -1.02232 -0.18641
H 1.01976 -2.31309 0.78002
H 1.34332 -2.50638 -0.96492
H -0.88726 -1.56384 -0.25349
H -0.02022 -0.91078 -1.61456
H 1.52308 1.38043 -0.54392
H -0.40767 0.88556 2.33720
H 0.99795 1.97179 1.54554
*
```

* HOMO energy: -13.555 eV
* HOMO-LUMO gap: 10.05 eV

It is A that is the most stable of them.

A.
Formula: C5H4N4
Source: OMol25
Level of theory: wB97M-V/def2-TZVPD

```
! wB97M-V def2-TZVPD RIJCOSX def2/J DEFGRID3
* xyz 0 1
C -2.19752 0.14559 -0.00673
C -0.16677 0.79021 0.03006
C 1.09973 1.40096 -0.02480
C 2.06669 -0.66114 0.02346
C -0.14414 -0.61777 -0.01988
H -3.27930 0.13759 -0.02321
H 1.16463 2.48869 -0.03939
H 3.02359 -1.20562 0.06768
H -1.77362 -1.96948 -0.03171
N -1.48401 1.23215 0.03291
N 2.20362 0.67815 -0.01019
N 0.93922 -1.38920 0.00207
N -1.45210 -1.03012 -0.00027
*
```

* HOMO energy: -9.470 eV
* HOMO-LUMO gap: 9.97 eV

B.
Formula: C5H4N4
Source: OMol25
Level of theory: wB97M-V/def2-TZVPD

```
! wB97M-V def2-TZVPD RIJCOSX def2/J DEFGRID3
* xyz 0 1
C -2.93192 -0.35626 -0.73489
C -1.93235 -1.32930 1.41721
C -1.90633 1.17284 1.02758
C -0.07080 -0.20813 0.15130
C -1.49592 -0.19707 0.76780
N -3.64633 -0.53159 -1.58174
N -2.45161 -2.32844 1.66764
N -2.26454 2.28566 1.09083
N 0.18113 0.96443 -0.64019
H 0.00468 -1.12937 -0.61672
H 0.60042 -0.37233 0.92887
H -0.04328 1.83622 -0.01812
H -0.55428 0.81973 -1.37045
*
```

* HOMO energy: -11.202 eV
* HOMO-LUMO gap: 8.75 eV

It is A that is the most stable of them.

A.
Formula: C5H18NO5
Source: OMol25
Level of theory: wB97M-V/def2-TZVPD

```
! wB97M-V def2-TZVPD RIJCOSX def2/J DEFGRID3
* xyz -1 1
C -1.45053 0.40998 2.56403
N -0.41890 0.00942 1.61708
C 0.35259 1.15169 1.11565
C 1.46086 0.64853 0.18963
C 2.47771 -0.30457 0.84404
O 2.84264 -1.38856 0.00289
C -0.53806 2.18787 0.34959
O -1.71230 1.69868 -0.26196
H -2.18719 1.10498 2.13217
H -1.97650 -0.47330 2.93006
H -0.98826 0.92541 3.41066
H -0.81891 -0.46010 0.81313
H 0.79862 1.68856 1.96348
H 1.01650 0.14969 -0.67212
H 2.01735 1.51062 -0.20650
H 3.42917 0.18438 1.07333
H 2.06868 -0.68095 1.79710
H 2.01556 -1.86786 -0.22789
H -0.90221 2.95623 1.04664
H 0.08659 2.69971 -0.40186
H 0.83729 -0.80061 -3.12830
H -0.61045 -0.29832 -2.74047
O 0.10273 -0.25087 -3.44519
H -1.08766 -1.89581 -1.02717
H -0.87652 -2.61595 0.36221
O -0.70182 -2.75263 -0.58480
H -2.46660 -0.66388 -1.86846
H -1.63929 0.80864 -0.78875
O -1.60681 -0.56488 -1.44277
*
```

* HOMO energy: -5.283 eV
* HOMO-LUMO gap: 8.87 eV

B.
Formula: C5H18NO5
Source: OMol25
Level of theory: wB97M-V/def2-TZVPD

```
! wB97M-V def2-TZVPD RIJCOSX def2/J DEFGRID3
* xyz -1 1
C -0.50538 2.44391 1.08514
N -0.50126 1.36968 0.07939
C -1.37207 0.24112 0.58443
C -1.32776 -0.96996 -0.49737
C -1.35409 -0.56868 -1.96972
O -0.21706 -1.06600 -2.62282
C -0.80625 -0.35042 1.92904
O 0.42583 -0.00763 2.32371
H -1.61913 2.89170 1.00625
H -0.30364 2.25453 2.13550
H 0.18824 3.15788 0.72115
H 0.39238 0.99267 -0.12074
H -2.43232 0.55463 0.53681
H -0.31831 -1.53323 -0.42084
H -2.17473 -1.73065 -0.19561
H -2.28524 -1.01302 -2.48330
H -1.24649 0.54742 -2.19981
H 0.35638 -0.25533 -2.60863
H -1.50865 -0.05977 2.75403
H -0.71943 -1.42423 1.89185
H 1.30138 -2.87745 -0.00870
H 1.96719 -1.73379 0.66972
O 1.91022 -2.71636 0.70916
H 2.06876 0.13185 -1.32493
H 1.69087 1.15316 -2.53322
O 2.32554 0.46743 -2.22212
H 2.75611 0.20511 0.92385
H 1.19716 0.05430 1.37127
O 2.11175 -0.15887 0.48652
*
```

* HOMO energy: -4.631 eV
* HOMO-LUMO gap: 8.18 eV

It is A that is the most stable of them.

A.
Formula: C4H6NO2
Source: OMol25
Level of theory: wB97M-V/def2-TZVPD

```
! wB97M-V def2-TZVPD RIJCOSX def2/J DEFGRID3
* xyz 1 1
C 0.70028 0.47333 0.21222
C -0.60886 -0.63128 1.64847
C 1.21308 0.69772 1.57295
C -1.25314 -0.89380 -0.66453
N -0.37403 -0.25526 0.33759
O -1.31976 -2.21915 -0.21830
O 0.25791 0.00504 2.34062
H 1.22566 0.73887 -0.75336
H 2.16320 0.32059 1.73389
H 1.31980 1.91400 1.89469
H -2.29724 -0.38636 -0.70961
H -2.15385 -2.69331 -0.41124
H -0.90977 -0.84784 -1.65045
*
```

* HOMO energy: -14.325 eV
* HOMO-LUMO gap: 7.98 eV

B.
Formula: C4H6NO2
Source: OMol25
Level of theory: wB97M-V/def2-TZVPD

```
! wB97M-V def2-TZVPD RIJCOSX def2/J DEFGRID3
* xyz 1 1
C -1.01274 -0.45951 0.06092
C 1.08832 -0.43662 -0.12460
C -0.52665 -1.85434 0.10959
C 0.01437 1.84335 -0.09440
N 0.01400 0.38285 -0.09946
O 2.84734 0.55552 -0.13477
O 0.91696 -1.66914 0.11171
H -1.97728 -0.08172 0.10834
H -0.77079 -2.44594 0.91449
H -0.91490 -2.33708 -0.75165
H 0.32145 2.11295 -1.14974
H 0.85495 2.28522 0.65635
H -0.85504 2.10445 0.39323
*
```

* HOMO energy (alpha / beta): -14.087 / -13.508 eV
* HOMO-LUMO gap (alpha / beta): 6.92 / 6.21 eV

C.
Formula: C4H6NO2
Source: OMol25
Level of theory: wB97M-V/def2-TZVPD

```
! wB97M-V def2-TZVPD RIJCOSX def2/J DEFGRID3
* xyz 1 1
C -1.14504 0.38482 -0.23433
C 1.62212 -0.64279 -0.37980
C -2.16680 -0.41095 -0.46660
C 1.32047 0.59833 0.32445
N -0.08500 0.99375 0.02775
O -2.91270 -0.79438 0.58610
O 2.64149 -1.28704 -0.15722
H -2.48919 -0.67970 -1.55167
H 1.44658 0.78157 1.43138
H 2.02709 1.32408 -0.18980
H -0.09559 2.03443 0.04172
H -3.65730 -1.34748 0.18150
H 3.49388 -0.95464 0.38651
*
```

* HOMO energy: -12.494 eV
* HOMO-LUMO gap: 7.90 eV

It is A that is the most stable of them.